ORCA calculation (ωB97M-V with the def2-TZVPD basis set) on 14 unconnected molecules or ions with the total composition C64H165N9O28 in a non-equilibrium geometry.

XYZ file:
```
266
Properties=species:S:1:pos:R:3:forces:R:3
H 8.70252 1.04601 4.98538 0.2 0.2 -0.2
H -0.73741 -0.84429 5.90601 0.0 0.0 -0.2
C 1.05497 7.97011 -4.29147 -1.0 0.5 0.2
O -5.23955 3.03917 -2.88427 -0.4 0.2 -0.4
H -3.54198 7.12561 -3.59129 -0.3 -0.4 -0.4
H 0.93743 6.99999 -4.77432 0.1 0.1 -0.4
H -2.35498 -2.48611 1.66544 0.5 0.5 0.3
H 2.44690 8.62650 1.47248 0.9 -0.7 0.1
H -3.42267 0.42862 1.34872 0.4 0.0 -0.1
H -3.06542 -7.41648 4.81710 0.6 -0.1 -0.1
C -2.20490 3.51851 2.41961 0.4 0.3 -1.8
H -1.68094 -1.81943 -2.21914 -0.2 -0.3 -0.3
O 3.03889 -0.99060 4.43632 0.2 0.3 0.7
C -2.14288 9.24160 -5.87130 1.0 -1.4 -1.0
H -0.26649 9.48578 -3.75769 0.1 0.5 -0.5
H 9.31509 0.71684 2.69183 0.3 -0.3 0.6
O -2.56517 -0.79704 -3.79051 0.2 -0.9 -0.1
C -3.55941 0.68466 0.29807 0.4 0.1 0.0
H 1.05562 -1.35639 4.40858 -0.4 -0.3 -0.2
H 5.60612 -2.09421 -1.98671 0.3 0.0 -0.1
H 1.16322 -8.01703 -5.26752 0.1 0.0 -0.1
O 4.64856 2.76758 -0.64432 0.2 -1.9 -2.5
H 0.32243 4.28182 -3.06604 0.2 -0.2 -0.9
C 1.67550 -5.54272 -5.46240 2.4 0.9 -0.4
N 3.14921 3.40316 2.11397 -1.4 -0.6 -0.1
C -1.44517 -1.49878 -3.23388 0.7 1.5 -0.1
H -5.08084 -5.96117 4.52445 -0.4 0.1 -0.2
C 0.84434 -0.39558 1.21007 0.0 0.2 -0.4
H -2.91300 1.13594 -2.22979 0.2 -0.2 -0.1
H -0.36664 8.05632 -6.41032 0.0 -0.1 0.3
C -2.28884 2.08316 5.83914 -0.3 -0.9 -0.9
C -6.39884 -7.38501 2.06535 1.6 -0.9 -0.7
O 0.04605 -6.11770 -2.18978 0.3 0.2 -0.2
C 2.20230 4.29653 2.82692 -0.4 0.1 -1.2
O -2.53625 -6.22902 -0.85412 1.4 0.2 -1.0
H -0.79930 3.99188 -1.22100 -0.7 -0.3 0.5
H -2.69925 5.39930 3.09180 -0.5 0.4 0.7
H 1.71185 -3.88210 -6.75324 0.3 1.1 0.1
H 1.10856 -3.68023 0.84919 -0.9 -0.1 0.1
H -2.92758 2.62631 -1.30702 -0.2 0.4 -0.2
H -1.72441 2.71927 6.52096 0.1 0.1 -0.1
H -5.50763 -4.93556 -0.39860 -0.8 0.7 0.1
C 1.27635 -4.04560 1.86233 0.4 -1.4 -0.1
H 3.15635 -6.07089 -4.27675 0.3 -0.4 0.3
H 6.17530 3.26505 0.56544 0.3 0.3 0.2
H -5.27048 -2.73702 1.09689 0.1 0.3 0.2
H 2.14075 -2.51271 -4.30084 -0.4 -0.2 0.1
H 2.07187 -2.81725 4.52315 0.2 0.2 0.0
C 6.04874 -3.11400 1.79579 -1.7 -1.2 0.6
C 6.60456 1.43373 4.77815 -1.4 -0.1 0.2
H -3.22944 -6.26619 -0.19101 -0.6 0.1 0.7
H -3.55779 -1.83080 2.83372 0.1 0.3 0.1
H -0.90051 0.01155 0.42099 -0.4 0.5 -0.2
O -0.45015 -0.78857 0.70134 1.6 -0.1 0.4
H 7.68415 -0.05623 5.83493 -0.1 -0.5 -0.3
H 0.95071 -5.97226 -6.15398 0.2 -0.1 -0.2
C 1.76193 7.77995 1.52000 0.0 -0.4 -0.4
C 8.36130 0.19230 2.63471 -1.1 0.3 -1.1
O 2.54582 6.70645 -2.94241 -1.0 0.2 -0.2
C 2.64019 1.31830 -4.19764 -0.3 -0.4 -0.1
C 3.38269 -3.35739 -1.48020 -0.4 1.1 0.4
H 2.52870 0.83066 0.89724 0.1 0.5 0.1
H -0.42897 1.25512 -2.40261 0.5 0.2 0.4
H 4.54856 -4.80006 -1.59989 0.5 -0.6 0.5
C 5.04365 -2.32493 2.69960 2.8 -0.5 0.6
C -0.60072 8.90334 -5.76545 -1.8 2.4 0.7
H 3.30296 -3.59709 -2.54053 -0.2 0.2 -0.1
H -6.18715 3.19433 -1.04201 0.2 -0.3 -0.1
H 4.94912 -4.30478 0.83166 -0.3 -0.6 -0.4
H 3.08233 -4.92152 -6.99553 0.0 -0.2 0.2
H 2.28225 0.71484 -5.03179 -0.2 0.2 0.0
H 6.24088 -2.61423 0.84637 -0.3 0.3 -0.2
H -5.92179 1.73048 -5.10696 -0.2 -0.2 0.1
H 3.61579 1.71487 -4.47876 -0.1 0.8 -0.2
H -4.34395 9.58780 -4.57557 0.2 -0.4 -0.2
C -3.97113 10.42375 -5.16744 0.5 0.8 0.2
H -5.52589 5.13881 4.17679 -0.4 0.4 0.3
H 1.36126 -7.34049 -3.61249 -0.3 -0.4 0.1
H 2.59774 -1.87960 -5.89144 -0.2 0.3 0.0
C 7.76780 0.49236 4.89677 0.0 0.4 0.4
H 4.76020 -2.87645 3.59602 0.5 -0.6 0.1
H -3.80877 0.54926 -6.58965 0.7 0.3 -0.3
N 5.31564 0.68361 4.91041 -0.2 1.1 0.4
H 1.21351 -3.19746 2.54409 0.1 -0.2 0.2
C 5.14121 2.92623 0.62828 -0.1 0.8 1.2
H -4.88725 6.23287 2.96090 -0.4 0.3 -0.2
H 2.27630 -4.46037 1.73516 0.5 0.3 0.7
H 4.11588 1.49622 3.38403 -0.3 0.1 -0.2
C -2.35778 1.71580 -1.49250 0.7 1.3 0.0
H -1.53516 0.40935 -5.09563 0.1 0.2 -0.2
H -4.42709 10.46473 -6.15664 -0.2 -0.2 -0.1
C -2.94750 -2.69056 2.55719 -0.2 -0.1 -0.8
O 3.90534 -1.84126 2.12999 -1.0 0.1 -2.4
H 1.32697 5.11825 0.94645 -0.1 -0.5 -0.3
H -6.09717 -6.98606 -0.05484 -0.3 -0.1 0.0
O -1.87483 5.56479 -1.24055 0.4 -1.6 1.5
H 1.58103 -1.17058 0.99845 -0.3 -0.6 0.3
H 1.45462 -6.35439 3.44174 0.2 -0.3 0.0
H -5.29662 4.60392 -1.58063 -0.4 0.5 0.0
C 3.35081 6.71531 -1.77065 0.0 0.7 -1.4
H -1.19802 -4.47290 -2.00924 -0.1 0.2 -0.2
H 3.48128 -10.27617 -2.20035 0.2 -0.9 -0.1
H 0.66573 -4.97129 4.13760 -0.4 -0.3 0.8
C 3.82583 -1.90995 -1.28011 0.0 0.4 -0.4
C 4.32287 -9.69836 -2.58239 -1.9 0.4 0.5
N -0.26580 8.67673 -4.36230 0.7 -2.2 0.2
C -4.57898 -3.57535 1.01233 0.5 -0.6 -0.2
C -5.37299 5.26782 3.10530 0.5 0.4 1.2
H 4.77324 1.21665 -2.11713 -0.6 0.5 0.1
H 3.45613 -1.32881 2.80616 -0.3 0.1 0.4
C -4.14434 -5.60693 4.95524 0.4 -0.2 -1.5
C -3.68656 0.44862 -5.51121 0.4 -0.7 0.1
N -4.60898 -6.06460 0.98078 0.0 1.4 0.0
C 2.83647 0.37469 4.78220 0.8 1.4 0.6
H -2.23417 -1.04712 -5.86344 0.4 -0.5 0.2
H -6.93011 4.13467 -2.31120 0.1 0.4 -0.1
C 1.94281 -1.79154 4.86863 -0.4 0.3 -0.6
H -4.26070 11.31081 -4.60407 0.2 0.1 -0.2
C -0.67998 -6.65516 3.65914 -0.2 0.6 1.1
H -3.58400 2.16700 4.13937 0.0 -0.4 -0.4
H 5.15508 1.99653 1.19711 -0.1 -0.3 0.1
H 0.42460 2.37676 -0.05522 -0.5 0.8 -1.1
H -0.03338 9.78268 -6.07040 0.1 0.0 -0.7
H 2.68800 0.46258 5.85846 -0.1 -0.3 0.3
H -3.16417 -7.22487 7.08693 0.3 -0.2 -0.8
N -1.70122 -5.79772 4.27763 -1.2 -1.0 -0.2
C 2.95650 -2.42481 -5.01843 -0.6 0.6 -0.1
H -2.62070 2.69057 1.84540 -0.3 -0.3 0.0
C 1.49648 0.80989 0.54766 -2.1 0.1 -0.1
O -3.78178 -3.76605 2.20767 -1.5 -1.0 -1.1
H -4.30702 1.47763 0.27879 0.3 0.5 -0.2
H -4.03873 -0.16757 -0.18364 0.3 -0.2 -0.4
H -5.04145 2.79669 -6.20276 0.0 -0.1 -0.2
H -4.96421 -8.11756 0.58584 0.3 0.0 0.3
H -7.28910 -9.11276 3.90544 -0.5 0.4 -0.4
H -1.67523 -0.10766 7.15109 0.0 0.2 0.4
H 8.38744 -0.57461 1.86059 0.3 -0.2 0.2
H -3.96231 -4.57952 4.63999 -0.3 0.1 0.1
C 2.01138 2.94349 -2.65991 -0.9 0.9 1.7
H 0.94866 8.24335 2.07853 -0.3 -0.9 0.9
C -3.18061 4.70037 2.40778 1.0 -0.3 0.1
H -4.38806 -6.77269 8.08469 -0.6 1.0 -0.1
H -3.24461 5.24407 1.46524 0.3 -0.3 -0.5
H -1.49810 6.36482 -0.86690 0.0 0.3 -0.1
H 3.85618 4.72376 0.71325 0.8 0.4 -0.4
H 4.89249 -10.27467 -3.31144 -0.1 0.4 -0.3
H -2.53715 9.32854 -6.88377 0.5 -0.8 -0.7
H 2.71475 6.68460 -0.88601 0.5 -0.3 0.3
O -5.65825 -8.08654 3.08983 -0.3 0.3 -0.7
H -6.71085 -7.75542 4.91195 0.0 0.3 -0.1
H 1.37698 3.65089 3.12709 0.1 -0.2 0.2
N 2.68104 -6.54729 -5.02991 -2.4 0.2 -0.8
H -1.34321 6.08964 -3.14277 0.5 0.0 -0.1
H -1.63453 -5.03816 0.57308 0.2 0.6 -0.2
O -4.46357 4.26496 2.76663 -0.2 -0.9 -0.6
C 2.48825 -4.43349 -6.22287 -0.6 -0.7 0.4
C -3.06148 -6.45847 4.29719 0.9 0.8 0.1
O 1.63536 2.26764 -3.82212 1.3 -1.0 -0.4
H -1.74181 -5.04563 3.60471 -0.6 0.5 0.1
C 5.42004 1.81472 -1.47520 -0.9 0.3 0.1
H 0.56996 7.10213 -2.47196 -0.1 0.1 0.6
H 6.10747 2.31992 -2.15367 0.1 0.4 0.3
C -3.13954 7.04480 -2.58152 -0.6 -2.0 -2.0
H -4.46533 4.34243 -4.35314 0.3 -0.1 0.0
H -0.97229 -7.06677 2.69311 -0.2 -0.3 -0.2
H 0.80613 -0.18990 2.27982 -0.2 -0.2 0.3
H -2.62973 4.99018 -3.16362 -0.3 -0.7 1.0
H -6.29898 -4.74778 1.28063 -0.5 -0.5 -0.4
H 0.31417 -4.38795 -1.12806 0.0 -0.3 0.3
H 1.69859 8.50493 -2.28293 0.0 0.1 0.2
H 1.47891 0.56047 -0.51327 0.3 0.3 -0.4
H 1.12358 4.73212 -1.69389 0.6 -0.3 0.5
C 0.82697 3.82245 -2.21602 0.2 0.7 -0.8
H -3.42019 3.67688 4.87979 0.3 0.2 0.3
H -3.75124 1.66516 -3.88045 0.2 -0.4 0.1
H 0.00393 0.46657 6.77901 -0.1 0.4 0.2
O -1.49768 0.94788 5.38248 -0.2 1.0 -0.2
N -0.20694 3.19477 -1.40496 0.3 -1.3 0.3
O 0.40670 -5.14399 2.18813 -0.9 1.0 -1.8
H 1.80053 8.57495 -4.80761 0.4 -0.2 0.0
H -4.87842 -7.53974 6.60282 0.1 -0.4 -0.2
H 1.34749 7.70162 0.51491 0.0 -0.4 -0.3
C -5.96812 3.81219 -1.91286 0.9 -0.6 -0.5
O 0.71393 2.01558 0.78587 1.8 -1.8 1.5
H 3.90321 7.64967 -1.87033 0.2 0.3 0.9
C 4.03796 1.34418 4.46056 0.8 -2.2 -0.9
H 6.64699 2.18517 5.56659 0.0 0.0 0.2
H -1.14137 2.34408 3.77103 0.4 0.0 -0.9
C -4.17338 -6.81902 7.01705 0.1 -0.8 0.2
C -1.34238 -5.68077 -0.25747 -0.1 -0.1 -0.5
C 2.84218 -8.77512 -4.20075 -0.9 -1.6 0.7
H -0.50870 -7.44972 4.38540 0.4 -0.2 -0.3
O 2.34945 6.51979 1.97281 -0.5 3.0 0.0
O 4.86640 -1.52240 -2.20453 -0.5 -0.3 0.2
H -6.19780 4.06327 -4.40863 -0.2 0.0 -0.1
O -2.49722 8.23119 -2.33202 0.3 0.8 1.6
H -4.29630 -6.02898 1.94049 0.2 0.2 0.0
H 2.44090 -3.59205 -0.98416 -0.3 0.5 -0.1
H 2.21530 -9.64053 -3.98586 -0.1 -0.6 0.2
H -0.70778 -6.62988 -2.49142 -0.2 -0.2 0.0
H 1.73214 -1.80257 5.93803 0.6 0.2 0.3
C -0.94584 0.11819 6.37323 -0.3 -0.5 -0.2
H 0.48627 5.60543 2.39514 0.0 0.4 0.4
H 1.93112 0.75666 4.31046 -0.2 0.0 -0.3
N -1.73707 3.15785 3.71595 -0.5 0.2 1.2
O -2.27877 1.04659 -0.27052 -0.7 -0.9 1.1
H 2.98110 3.44037 -2.68908 -0.1 0.7 -0.8
H -0.61541 -0.80075 -3.12266 0.1 0.6 0.3
C -5.47747 -7.18480 0.81956 -1.1 -0.6 0.9
H -6.63530 -6.39930 2.46609 -0.8 -0.1 -0.1
H 4.19752 -1.71032 -0.27507 -0.2 -0.4 0.3
O 4.33979 -4.19092 -0.88787 0.8 -0.7 -0.6
C 1.87389 -7.68631 -4.51010 2.0 1.3 0.5
C -5.06258 2.39612 -5.18925 1.3 0.7 0.5
C 1.44033 7.62368 -2.87013 0.6 -0.7 -0.6
H 2.65373 4.71479 3.72657 0.0 0.3 -0.1
H -3.37476 -6.65055 3.27100 0.0 -0.3 0.0
H 4.08510 5.92131 -1.90663 -0.3 -0.3 0.5
C -2.20581 5.78512 -2.55008 -0.8 3.2 -1.8
H 4.92421 -9.51892 -1.69116 0.2 0.7 -0.4
O 5.56590 -4.47795 1.54663 0.9 1.6 0.4
H -3.16071 1.64963 6.32902 -0.1 0.2 0.5
H 6.73606 1.99223 3.85138 -0.4 0.1 -0.4
H 2.51657 2.96621 1.45904 0.0 -0.5 -0.3
H -2.64939 8.40682 -5.38686 -0.2 -0.3 0.1
H 2.89827 0.62111 -3.40051 -0.4 -0.1 0.5
C -2.38131 -0.27769 -5.10553 -1.2 0.0 0.0
H -5.84075 -9.29638 4.69010 0.5 0.4 0.3
C -0.98144 2.14438 -2.09914 -1.6 0.3 -0.3
H 5.93882 1.00515 -0.96182 0.2 0.5 0.8
H 7.02640 -3.15217 2.27621 -0.2 -0.2 0.4
H -1.93724 8.41197 -3.09054 0.6 0.1 -0.4
O 3.44534 -3.65983 -5.44737 -0.7 -1.0 -0.3
H -2.33901 -3.01835 3.40003 0.0 0.2 -0.1
H -7.18859 -8.02226 1.66750 -0.7 0.2 0.7
C 4.26987 3.96065 1.37250 -0.1 0.1 1.1
H 5.36447 -0.19216 4.40964 0.2 0.0 0.0
H -0.75729 -6.47324 0.20919 0.2 -0.1 -0.1
O -2.54795 10.42996 -5.31636 -0.4 1.0 1.9
H 1.10218 -5.16730 -4.61478 -0.1 0.3 0.2
H 5.70800 -1.52524 3.02707 0.0 0.5 0.3
H -1.33913 2.60955 -3.01772 0.0 -0.2 -0.7
H 4.85982 4.36514 2.19497 0.5 0.7 -0.4
H 2.21621 2.33320 -1.78032 -0.2 -1.1 0.0
O 7.80687 -0.37132 3.78905 0.8 -0.8 0.4
O 3.62131 -8.50890 -3.04854 1.6 -0.1 -0.4
H -0.91562 -2.22717 -3.84800 -1.0 -0.8 -0.3
N -3.76614 1.72089 -4.88880 -1.3 2.0 -0.1
C -5.23600 3.58073 -4.23486 -0.6 -0.9 0.9
C 1.47827 5.42238 1.98217 1.2 -1.0 0.4
H -1.32080 3.80746 1.85131 0.0 0.2 -0.3
H 3.84118 2.34349 4.84885 0.1 -0.2 0.5
C -2.82567 2.81357 4.58093 0.0 -0.6 1.8
H 2.99849 -1.21564 -1.42685 -0.1 0.0 -0.3
H -4.59193 -0.11760 -5.29259 0.1 -0.9 0.5
H 3.40407 -9.07233 -5.08622 0.5 0.4 0.0
C -5.39282 -4.81703 0.67884 1.3 -1.0 1.3
H 3.69246 -1.80605 -4.50501 0.5 -0.4 -0.2
H -4.01257 6.85864 -1.95601 0.2 0.4 0.5
H 7.66353 0.92476 2.22885 -0.1 0.4 -0.1
C 0.52629 -5.78345 3.42412 1.6 0.5 0.0
O -4.25892 -5.60748 6.32872 0.4 0.7 2.0
H -4.04456 -3.49397 0.06583 1.2 0.8 0.4
C -0.49234 -5.05993 -1.42144 -1.3 -0.4 1.1
H -6.35396 5.20778 2.63394 0.2 -0.2 -0.5
C -6.42033 -8.51970 4.19115 0.1 -1.1 -0.1
```
Forces are in eV/Å.

Calculated values
LUMO level in hartree: 0.0174
Relative energy (zero: lowest compared OMol25 entry of this formula, charge and spin) in kJ/mol: 0.0
E in hartree: -5136.316339
HOMO energy in eV: -8.029